1.
DFT (wB97M-V/def2-TZVPD) results for C11H19AlAsClN2O6S3 as an isolated structure.

Energy relative to the best compared isomer or geometry (same formula, charge and spin): 12.55 kcal/mol
Energy: -139451.296 eV
HOMO energy: -0.330 hartree
Kohn-Sham gap: 8.375 eV
Multiplicity: 1

Atoms and positions in Å:
Al1 1.75594 -0.38379 -0.80028
C1 -0.68485 -3.12601 -1.72321
As1 -0.50496 -2.81170 0.15840
C2 -0.04028 -4.42490 1.07682
C3 -2.34842 -2.56203 0.67098
S1 0.44486 -1.08492 1.00836
H1 -1.00612 -4.16442 -1.80245
H2 0.25061 -2.96856 -2.24542
H3 -1.45053 -2.44568 -2.08761
H4 -0.72698 -5.19841 0.73474
H5 -0.17341 -4.24525 2.14159
H6 0.98770 -4.69222 0.85619
H7 -2.95912 -3.39476 0.32340
H8 -2.68718 -1.62708 0.22392
H9 -2.40311 -2.48802 1.75607
C4 -0.33307 4.62362 0.56202
C5 -1.00664 3.32280 0.28371
C6 -2.17460 2.90500 0.86397
C7 -2.69260 1.66385 0.48143
N1 -2.12536 0.90412 -0.44854
C8 -0.98838 1.30968 -1.01397
S2 -0.17315 0.38942 -2.21096
N2 -0.44577 2.50233 -0.62766
C9 -3.93008 1.11024 1.11378
H10 -0.76223 5.08951 1.44551
H11 -0.47208 5.29398 -0.28820
H12 0.73613 4.47222 0.70304
H13 -2.66750 3.51775 1.60345
H14 0.49501 2.71170 -0.96462
H15 -4.33820 1.77725 1.86944
H16 -3.68970 0.14929 1.57052
H17 -4.68232 0.92522 0.34670
O1 4.15314 -2.87515 -2.01898
S3 3.00649 -2.45743 -1.28242
O2 3.28943 -1.35624 -0.25568
O3 2.01304 -1.59486 -2.13571
O4 2.21839 -3.52572 -0.67296
Cl1 5.39784 1.89620 -0.94034
C10 4.27146 2.00213 0.44326
C11 2.88564 2.30273 -0.09572
O5 2.45822 3.43674 -0.17707
O6 2.19761 1.27235 -0.47849
H18 4.60876 2.80838 1.08506
H19 4.29637 1.04063 0.94795

***

2.
DFT (wB97M-V/def2-TZVPD) results for a 3-piece molecular cluster, C11H19BrN3O2P overall.

Energy relative to the best compared isomer or geometry (same formula, charge and spin): 0.00 kcal/mol
Energy: -99612.322 eV
Structure (SMILES): BrPc1cccnc1.CNC(C)=O.CNC(C)=O
HOMO energy: -0.314 hartree
Kohn-Sham gap: 8.828 eV
Multiplicity: 1

Atoms and positions in Å:
Br1 -2.55929 -0.16257 0.40145
P1 -1.73768 -1.04984 -1.50423
C1 -1.81632 0.36829 -2.64904
C2 -0.69091 0.84199 -3.27319
C3 -0.81566 1.93165 -4.10033
C4 -2.05454 2.48647 -4.25900
N1 -3.17400 2.06763 -3.68021
C5 -3.01348 1.02253 -2.89191
H1 -2.67221 -2.02614 -1.92664
H2 0.26741 0.37028 -3.08883
H3 0.05082 2.34883 -4.59419
H4 -2.13155 3.36254 -4.90062
H5 -3.89675 0.65721 -2.37046
C6 -0.38161 2.29793 4.11427
N2 -0.26562 2.11865 2.67972
C7 0.63761 2.67931 1.83071
C8 1.66498 3.61452 2.42468
O1 0.60781 2.42692 0.63760
H6 -0.27458 1.33027 4.60817
H7 -1.36894 2.70017 4.34847
H8 0.37621 2.97531 4.49312
H9 -0.92328 1.50632 2.22197
H10 2.30863 3.97736 1.62899
H11 1.17688 4.46926 2.89477
H12 2.27939 3.09088 3.15840
C9 2.90977 -4.26653 -0.21220
N3 1.49863 -4.33445 -0.54119
C10 0.44890 -3.79237 0.13241
C11 0.74988 -3.01163 1.38808
O2 -0.68993 -3.93894 -0.27818
H13 3.44923 -3.79372 -1.03481
H14 3.29767 -5.27796 -0.07759
H15 3.07852 -3.69793 0.69580
H16 1.22518 -4.84005 -1.36875
H17 -0.18439 -2.64558 1.80387
H18 1.23515 -3.65022 2.12788
H19 1.38808 -2.15636 1.16103

***

3.
DFT (wB97M-V/def2-TZVPD) results for C11H19EuNOP as an isolated structure.

Energy: -43861.830 eV
HOMO energy (alpha / beta): -0.137 / -0.253 hartree
Kohn-Sham gap (alpha / beta): 3.999 / 6.693 eV
<S²>: 12.050
Multiplicity: 7

Atoms and positions in Å:
C1 -0.41152 -0.96818 -4.16596
C2 -0.67493 -0.12384 -5.20457
C3 -0.50791 1.29304 -5.27642
C4 0.18074 2.09453 -4.30183
C5 0.67351 1.66582 -3.11027
Eu1 -0.83182 0.18070 -2.19979
P1 0.07071 -2.73566 -1.50938
H1 -0.38079 -2.05504 -4.40140
H2 -1.05137 -0.58067 -6.14236
H3 -0.79625 1.78006 -6.21608
H4 1.38344 2.28648 -2.52290
H5 0.31731 3.15237 -4.60295
H6 1.33280 -3.05911 -0.90843
H7 0.10349 -3.83007 -2.42257
H8 -0.71582 -3.44445 -0.53345
O1 0.13390 0.53938 -0.14690
C6 0.40661 0.36472 1.07235
C7 0.60970 1.51223 2.03143
C8 -0.53084 1.64462 3.04494
C9 -0.41771 0.69344 4.23077
C10 -0.50164 -0.77876 3.84438
C11 0.65390 -1.25295 2.96287
N1 0.52144 -0.88056 1.54622
H9 1.57098 1.35719 2.54973
H10 0.66420 2.42309 1.42420
H11 -0.54522 2.67677 3.41484
H12 -1.50145 1.49153 2.55214
H13 0.52776 0.87847 4.75588
H14 -1.23659 0.91026 4.92683
H15 -0.47026 -1.39045 4.75710
H16 -1.45758 -0.99493 3.34634
H17 1.60511 -0.87721 3.37046
H18 0.69736 -2.34759 2.99456
H19 0.57872 -1.62521 0.84021

***

4.
DFT (wB97M-V/def2-TZVPD) results for C11H19GaNS7 as an isolated structure.

Energy: -141423.425 eV
HOMO energy: -0.370 hartree
Total charge: +1
Kohn-Sham gap: 7.257 eV
Multiplicity: 1

Atoms and positions in Å:
Ga1 0.04959 0.38158 0.33118
S1 -0.69863 -2.06363 0.11592
S2 -0.82316 2.68106 0.00871
C1 0.79561 -3.07768 0.41097
C2 -0.67861 -2.12338 -1.71787
C3 0.08091 -0.96063 -2.32580
N1 -0.45185 0.30297 -1.74321
C4 0.12340 1.52739 -2.36904
C5 -0.61192 2.73237 -1.81316
H1 -1.72789 -2.11704 -2.04863
H2 -0.22625 -3.06815 -2.02473
H3 -0.03423 -0.92315 -3.42175
H4 1.15427 -0.99503 -2.08168
H5 0.01720 1.45061 -3.46332
H6 1.19445 1.53913 -2.11625
H7 -1.62954 2.78201 -2.22911
H8 -0.08763 3.65456 -2.06868
C6 0.66774 3.62196 0.50586
H9 -1.47710 0.31582 -1.87582
H10 1.57274 3.23768 0.01674
H11 0.76306 3.53268 1.59368
H12 0.49559 4.66984 0.23771
H13 0.94855 -3.16022 1.49264
H14 1.67590 -2.61233 -0.04247
H15 0.61308 -4.06915 -0.01748
C7 -2.91690 0.30441 1.21176
C8 -3.21709 0.22821 -0.09795
H16 -2.92283 1.25688 1.74711
H17 -2.73090 -0.59431 1.80996
H18 -3.40720 1.12873 -0.69296
H19 -3.36410 -0.73399 -0.60688
S3 3.54616 -3.42553 4.76169
C9 2.86018 -2.25094 3.87456
S4 3.52034 -1.60548 2.39825
C10 2.22974 -0.52606 1.98160
C11 1.20986 -0.41520 2.90292
S5 -0.20472 0.57533 2.67170
S6 1.33754 -1.45462 4.28628
S7 2.35465 0.25329 0.39753

***

5.
DFT (wB97M-V/def2-TZVPD) results for C11H19GdNOP as an isolated structure.

Energy relative to the best compared isomer or geometry (same formula, charge and spin): 86.76 kcal/mol
Energy: -45365.910 eV
HOMO energy (alpha / beta): -0.194 / -0.194 hartree
Kohn-Sham gap (alpha / beta): 5.204 / 5.266 eV
<S²>: 16.131
Multiplicity: 8

Atoms and positions in Å:
C1 -0.40275 -0.90927 -4.07309
C2 -0.66675 -0.11397 -5.18929
C3 -0.44925 1.27523 -5.25859
C4 0.10085 2.02413 -4.19579
C5 0.42205 1.42223 -2.98689
Gd1 -0.08415 -0.30197 -2.24419
P1 0.10075 -2.52857 -1.45649
H1 -0.66915 -1.97677 -4.18509
H2 -1.04025 -0.60857 -6.09869
H3 -0.66075 1.78713 -6.20619
H4 1.02465 2.01023 -2.26019
H5 0.36675 3.07343 -4.38939
H6 1.33835 -2.89447 -0.84989
H7 0.07105 -3.57827 -2.42259
H8 -0.71375 -3.21007 -0.49539
O1 0.29615 0.62543 -0.17999
C6 0.44945 0.36823 1.02191
C7 0.61745 1.55273 1.94201
C8 -0.52535 1.66443 2.96131
C9 -0.41715 0.68323 4.13171
C10 -0.49805 -0.80137 3.77711
C11 0.64935 -1.27997 2.88711
N1 0.46025 -0.90197 1.50051
H9 1.60325 1.53353 2.45511
H10 0.58525 2.47303 1.31741
H11 -0.46945 2.67903 3.41261
H12 -1.50945 1.57623 2.45061
H13 0.53895 0.86953 4.67011
H14 -1.24645 0.90433 4.83921
H15 -0.42085 -1.35137 4.74091
H16 -1.47645 -1.06227 3.31651
H17 1.63435 -0.93457 3.26961
H18 0.64805 -2.39187 2.93251
H19 0.34295 -1.67687 0.86541

***

6.
DFT (wB97M-V/def2-TZVPD) results for C11H19InN2O10 as an isolated structure.

Energy relative to the best compared isomer or geometry (same formula, charge and spin): 206.44 kcal/mol
Energy: -40327.011 eV
HOMO energy: 0.020 hartree
Total charge: -2
Kohn-Sham gap: 4.040 eV
Multiplicity: 1

Atoms and positions in Å:
In1 2.00815 0.07054 -1.20287
C1 3.05518 2.50507 0.36474
O1 3.63251 2.65084 1.40727
O2 2.56203 3.55856 -0.03413
O3 2.72398 1.36368 0.05685
C2 2.27342 -1.36640 0.92064
O4 3.09293 -1.54868 1.79080
O5 2.25163 -1.81680 -0.16252
O6 2.04539 -0.13776 1.01356
N1 0.96506 -0.09193 -3.70513
O7 1.93116 0.47911 -3.24857
O8 0.32779 -0.78071 -2.84178
O9 0.45295 0.11898 -4.81549
C3 -2.06854 1.76047 0.25870
C4 -0.76458 1.06901 0.54627
C5 -0.79157 0.52156 2.02836
C6 -1.42298 -0.91257 2.09097
C7 -0.63343 -1.81880 1.28000
C8 -0.68678 -1.32234 -0.20101
N2 -0.20887 0.05818 -0.36604
O10 -0.18342 0.39031 -1.73357
C9 0.15275 -2.36904 -0.90325
C10 -2.13836 -1.41361 -0.66272
C11 0.27496 2.17918 0.51534
H1 -2.26888 1.99437 -0.78689
H2 -2.95855 1.21833 0.57817
H3 -2.20139 2.70923 0.77860
H4 0.16950 0.55673 2.54139
H5 -1.37913 1.15606 2.69189
H6 -1.35862 -1.19999 3.14042
H7 -2.49730 -0.86719 1.91246
H8 -1.05398 -2.82197 1.34979
H9 0.37396 -1.82858 1.69614
H10 -0.33546 -2.38329 -1.87770
H11 0.30743 -3.36193 -0.48094
H12 1.20717 -2.11261 -1.00595
H13 -2.81281 -0.72469 -0.15419
H14 -2.67135 -2.35743 -0.54774
H15 -2.07088 -1.00092 -1.66932
H16 0.12239 3.12192 1.04077
H17 1.22115 1.88482 0.96942
H18 0.43888 2.51869 -0.50738
H19 -1.08339 0.35140 -2.06546

***

7.
DFT (wB97M-V/def2-TZVPD) results for one molecule with the formula C11H19N.

Energy relative to the best compared isomer or geometry (same formula, charge and spin): 65.42 kcal/mol
Energy: -13203.119 eV
Structure (SMILES): C=C1[C@@H]2CC[C@@](CN)(C2)C1(C)C
HOMO energy: -0.328 hartree
Kohn-Sham gap: 9.765 eV
Multiplicity: 1

Atoms and positions in Å:
C1 -0.82415 0.50864 2.78946
C2 -0.26159 0.45495 1.55719
C3 -0.11002 1.69854 0.83584
C4 -1.30525 1.93804 -0.07784
C5 -0.99575 0.81120 -1.14465
C6 0.31339 0.15385 -0.66272
C7 1.07703 -0.45662 -1.84656
N1 0.19517 -1.33132 -2.66371
C8 0.99045 1.45094 -0.22223
C9 0.13332 -0.66227 0.58383
C10 1.46894 -1.27598 1.10161
C11 -0.87679 -1.81044 0.43310
H1 -1.27096 1.34572 3.24484
H2 -0.99179 -0.34994 3.38679
H3 0.05915 2.51690 1.54271
H4 -1.19049 2.95333 -0.59326
H5 -2.36523 2.01094 0.42668
H6 -1.78208 0.12847 -1.08926
H7 -0.99907 1.09234 -2.19021
H8 1.41987 0.30719 -2.61211
H9 1.98526 -0.89082 -1.63945
H10 0.77008 -1.65842 -3.45503
H11 -0.14389 -2.09223 -2.11536
H12 0.96867 2.36889 -0.98055
H13 2.03298 1.36412 0.14794
H14 1.18387 -1.90995 1.98973
H15 2.22922 -0.53414 1.44173
H16 1.95950 -1.94980 0.44664
H17 -1.77101 -1.44679 1.04052
H18 -0.72539 -2.85291 0.94834
H19 -1.17342 -1.88246 -0.62404

***

8.
DFT (wB97M-V/def2-TZVPD) results for an isolated ion of composition C11H19N3O and charge +2.

Energy relative to the best compared isomer or geometry (same formula, charge and spin): 60.65 kcal/mol
Energy: -18214.282 eV
Structure (SMILES): [NH2+]=C1N[C@H]2C[C@@H]3[C@H](C2)[C@]13[NH+]1CCOCC1
HOMO energy: -0.632 hartree
Total charge: +2
Kohn-Sham gap: 10.621 eV
Multiplicity: 1

Atoms and positions in Å:
N1 1.17830 2.34927 0.04564
C1 0.40204 1.57802 0.76994
N2 -0.01146 1.99278 1.89276
C2 -0.79032 1.12513 2.77962
C3 -2.09678 0.88723 1.96924
C4 -1.60969 -0.18881 0.88632
C5 -0.48754 -0.84493 1.55544
C6 -0.04347 -0.23850 2.82600
C7 -0.22403 0.11594 0.36874
N3 0.18628 -0.49871 -0.91101
C8 1.59710 -0.88861 -1.06331
C9 1.47855 -2.12784 -2.04750
O1 1.14027 -1.58651 -3.29147
C10 -0.13827 -0.98406 -3.24419
C11 -0.36975 0.05904 -2.21320
H1 1.78053 2.17239 -0.76232
H2 1.38020 3.29444 0.42300
H3 0.22583 2.81051 2.39288
H4 -1.07754 1.57525 3.67908
H5 -2.62038 1.82932 1.66789
H6 -2.93091 0.34006 2.50876
H7 -2.37570 -0.72012 0.28082
H8 -0.39893 -1.87736 1.45301
H9 -0.26017 -0.81664 3.66871
H10 1.01057 -0.07313 2.89076
H11 -0.15574 -1.52905 -0.85010
H12 2.08585 -1.26264 -0.19339
H13 2.17707 -0.08147 -1.54620
H14 2.47815 -2.56865 -2.33703
H15 0.73699 -2.81299 -1.81829
H16 -0.86288 -1.73390 -3.06851
H17 -0.17611 -0.40163 -4.21865
H18 0.16018 0.97733 -2.32627
H19 -1.38822 0.12884 -2.16716

***

Question: energy of number 1 (C11H19AlAsClN2O6S3)?
Answer: -139451.296 eV